172
Properties=species:S:1:pos:R:3 method="wB97M-V/def2-TZVPD" lumo_ev=-3.91 gap_ev=6.772 charge=+1 homo_energy_ev=-10.68 energy_ha=-9815.87644
C 1.433 -4.676 -0.586
C 0.930 -3.300 -1.053
O -0.490 -3.167 -0.782
N -1.143 -2.376 -1.697
C -1.088 -1.054 -1.502
C -0.345 -0.525 -0.316
C -1.048 -0.869 1.008
O -0.386 -0.785 2.030
O -2.354 -1.206 1.021
C -1.733 -0.250 -2.362
Br -1.678 1.635 -2.126
C -2.457 -0.742 -3.426
C -3.225 0.160 -4.383
O -4.444 0.080 -4.344
O -2.560 0.941 -5.261
C -2.938 2.329 -5.253
N -4.173 2.595 -5.985
C -2.500 -2.117 -3.584
C -3.326 -2.671 -4.722
C -2.498 -3.349 -5.870
C -0.992 -3.090 -5.823
C -0.569 -1.643 -6.161
C 0.958 -1.631 -6.468
C 1.781 -0.963 -5.332
C 3.072 -1.750 -4.965
C 4.362 -1.108 -5.500
Si 5.938 -1.633 -4.593
C 5.732 -3.140 -3.475
C 7.315 -2.070 -5.826
C 6.649 -0.245 -3.526
C 7.078 0.933 -4.096
C 7.623 1.953 -3.376
C 7.737 1.811 -2.017
C 7.321 0.664 -1.415
C 6.792 -0.349 -2.166
C -1.829 -2.925 -2.699
C -1.932 -4.417 -2.854
C -0.610 -5.186 -3.153
H 2.424 -4.525 -0.153
H 1.560 -5.377 -1.403
H 0.785 -5.037 0.214
H 1.188 -3.157 -2.104
H 1.524 -2.570 -0.500
H -0.277 0.559 -0.317
H 0.669 -0.897 -0.211
H -2.745 -0.719 1.770
H -3.004 2.749 -4.250
H -2.132 2.864 -5.754
H -4.081 3.517 -6.404
H -4.903 2.732 -5.291
H -4.001 -1.947 -5.163
H -3.967 -3.446 -4.292
H -2.643 -4.433 -5.800
H -2.906 -3.071 -6.842
H -0.533 -3.756 -6.560
H -0.538 -3.340 -4.863
H -1.161 -1.233 -6.979
H -0.691 -1.061 -5.244
H 1.282 -2.675 -6.518
H 1.144 -1.177 -7.442
H 1.147 -0.946 -4.438
H 2.051 0.044 -5.655
H 2.968 -2.788 -5.294
H 3.103 -1.781 -3.867
H 4.303 -0.016 -5.441
H 4.441 -1.365 -6.563
H 5.627 -4.030 -4.103
H 6.671 -3.279 -2.928
H 4.927 -3.062 -2.740
H 8.255 -1.786 -5.339
H 7.250 -1.471 -6.737
H 7.382 -3.143 -6.018
H 6.992 1.055 -5.175
H 7.950 2.875 -3.838
H 8.163 2.620 -1.437
H 7.445 0.579 -0.344
H 6.493 -1.259 -1.652
H -2.661 -4.722 -3.591
H -2.299 -4.795 -1.892
H -0.388 -5.830 -2.305
H 0.247 -4.557 -3.371
H -0.782 -5.869 -3.985
C -2.725 1.719 4.989
C -3.102 1.965 3.513
C -2.642 3.278 2.872
F -3.166 4.352 3.472
F -3.048 3.303 1.574
F -4.429 1.800 3.361
F -2.504 0.958 2.786
O -3.702 1.982 5.987
C -3.865 3.257 6.513
C -5.247 3.835 6.203
F -5.467 3.895 4.871
F -5.338 5.093 6.687
F -2.863 4.066 6.122
F -3.760 3.136 7.853
H -2.573 0.642 5.063
H -1.762 2.163 5.242
H -1.551 3.355 2.886
H -6.026 3.226 6.652
C 4.638 -0.390 4.735
C 4.512 1.139 4.567
C 3.929 1.663 3.250
F 4.675 1.326 2.183
F 3.880 3.017 3.288
F 5.707 1.713 4.813
F 3.668 1.563 5.550
O 5.904 -1.000 4.495
C 6.294 -1.372 3.222
C 7.527 -0.597 2.749
F 7.305 0.731 2.748
F 7.835 -0.959 1.481
F 5.264 -1.287 2.354
F 6.631 -2.678 3.285
H 4.471 -0.568 5.797
H 3.835 -0.922 4.224
H 2.910 1.293 3.104
H 8.382 -0.801 3.396
C 7.932 6.807 0.663
C 7.863 8.335 0.464
C 7.280 8.856 -0.854
F 7.996 8.466 -1.923
F 7.288 10.210 -0.841
F 9.085 8.865 0.680
F 7.053 8.812 1.453
O 9.171 6.144 0.416
C 9.524 5.727 -0.854
C 10.776 6.441 -1.374
F 10.600 7.773 -1.407
F 11.041 6.028 -2.635
F 8.480 5.826 -1.698
F 9.812 4.408 -0.759
H 7.775 6.658 1.731
H 7.101 6.295 0.177
H 6.245 8.526 -0.977
H 11.634 6.219 -0.737
C -9.600 1.480 11.166
C -9.759 3.014 11.213
C -10.427 3.698 10.015
F -9.738 3.522 8.872
F -10.488 5.031 10.240
F -8.557 3.575 11.465
F -10.546 3.282 12.291
O -8.337 0.940 10.772
C -8.021 0.750 9.442
C -6.837 1.618 9.007
F -7.084 2.926 9.191
F -6.596 1.435 7.680
F -9.098 0.919 8.654
F -7.649 -0.542 9.310
H -9.699 1.157 12.202
H -10.423 1.001 10.636
H -11.448 3.331 9.877
H -5.939 1.357 9.570
C -8.370 -4.986 -1.557
C -7.867 -5.797 -0.344
C -6.609 -5.296 0.375
F -5.522 -5.287 -0.426
F -6.327 -6.116 1.411
F -7.719 -7.089 -0.705
F -8.867 -5.763 0.578
O -8.028 -5.444 -2.868
C -6.833 -5.100 -3.458
C -5.951 -6.325 -3.718
F -5.678 -6.991 -2.585
F -4.765 -5.921 -4.248
F -6.191 -4.146 -2.751
F -7.129 -4.551 -4.656
H -9.454 -5.085 -1.531
H -8.176 -3.920 -1.443
H -6.765 -4.289 0.773
H -6.438 -7.013 -4.411